11
Properties=species:S:1:pos:R:3:lowdin_charge:R:1 method="wB97M-V/def2-TZVPD" homo_lumo_gap_ev=9.73 homo_ha=-0.3582 smiles="C=CC(C)=O" e_above_lowest_kj_mol=97.51 total_energy_ha=-231.18658
O -1.47941 0.65458 -0.82316 0.0422
C -0.72748 0.71863 1.43633 -0.0386
C 0.78861 -0.16815 -0.46655 -0.0707
C 0.83689 -1.11742 -1.55302 0.0691
C -0.55796 0.41337 -0.05286 -0.4742
H 1.58638 -0.09986 0.23720 0.0663
H -1.06277 1.82680 1.54525 0.1214
H 0.24585 0.51093 1.86146 0.0409
H 1.71536 -1.67844 -1.83916 0.0401
H -0.01824 -0.94478 -2.30668 0.0896
H -1.32723 -0.11566 1.96120 0.1139


11
Properties=species:S:1:pos:R:3:lowdin_charge:R:1 method="wB97M-V/def2-TZVPD" homo_lumo_gap_ev=11.23 homo_ha=-0.3773 smiles="CC=O.C#C" e_above_lowest_kj_mol=186.76 total_energy_ha=-231.15259
O -1.14341 -1.41537 0.77263 0.0086
C 1.62873 -0.26578 0.97243 -0.0100
C -1.05007 0.56940 -0.62626 -0.0616
C -1.33889 -0.87790 -0.29623 -0.3006
C 2.60119 0.40767 0.75032 0.0053
H -1.88292 -1.39373 -1.11724 0.1188
H 3.49984 0.96570 0.60056 0.0134
H -2.01641 1.07777 -0.64577 0.0839
H 0.70424 -0.79221 1.13100 -0.0031
H -0.38777 1.06617 0.08816 0.0599
H -0.61454 0.65829 -1.62960 0.0854


11
Properties=species:S:1:pos:R:3:lowdin_charge:R:1 method="wB97M-V/def2-TZVPD" homo_lumo_gap_ev="9.40 / 7.57" multiplicity=2 total_charge=+1 homo_ha="-0.5599 / -0.5750" e_above_lowest_kj_mol=0.00 total_energy_ha=-230.87577
O 1.33618 -0.14080 0.36425 0.1234
C 0.18311 0.46441 -0.00329 -0.3180
C 0.08984 1.76192 -0.45967 0.2565
C -0.94128 -0.41194 -0.11822 -0.0103
C -0.93053 -1.75709 0.16132 0.2266
H 0.90053 2.47157 -0.55802 0.1143
H -1.85387 0.08773 -0.42858 0.1333
H -1.76476 -2.28121 0.61298 0.1094
H -0.04538 -2.34947 -0.05469 0.1100
H -0.93220 2.06906 -0.63514 0.1037
H 1.96342 0.61150 0.43667 0.1511


12
Properties=species:S:1:pos:R:3:lowdin_charge:R:1 method="wB97M-V/def2-TZVPD" homo_lumo_gap_ev=9.81 homo_ha=-0.3304 smiles="O=C=C[C@H]1CO1.[H][H]" e_above_lowest_kj_mol=383.87 total_energy_ha=-306.36009
O 0.99839 -0.39734 -1.82590 -0.0296
O -0.28921 1.69773 2.02152 0.1495
C 1.27072 -1.37933 -0.82997 -0.1114
C -0.52021 1.02287 1.09575 -0.3158
C 0.85957 -0.02757 -0.46930 -0.3288
C -0.50970 0.26428 0.01431 -0.0673
H 0.54237 -2.18737 -0.75872 0.1166
H 1.61628 0.66519 -0.09543 0.1503
H 2.31518 -1.66341 -0.71994 0.1109
H -1.37670 -0.17526 -0.46540 0.1126
H -2.42472 1.35441 0.75413 0.1050
H -2.48197 0.82578 1.27895 0.1081